# C50H52N5O3RbS2

C50H52N5O3RbS2 as an isolated structure at a distorted geometry (ωB97M-V with the def2-TZVPD basis set, the OMol25 dataset).

Summary:
- 2S+1: 1
- Total energy: -3256.64403 Ha
- Charge: -2
- Frontier orbital gap: 4.84 eV
- E_HOMO: -0.0515 Ha

Last column: Löwdin charge in e.
CARTESIAN COORDINATES (ANGSTROEM)
Rb (0.049345, -1.434186, -0.871840)  0.68
C (3.663827, -3.182823, 0.577228)  -0.10
N (2.720067, -4.042861, -0.130188)  -0.16
C (3.195689, -4.376477, -1.460072)  -0.20
C (3.177904, -3.183653, -2.420037)  -0.20
N (2.001493, -3.133045, -3.268472)  -0.18
C (1.969360, -1.877895, -4.009689)  -0.12
C (1.766219, -4.244942, -4.122083)  -0.28
C (2.776481, -5.140281, -4.460446)  -0.07
C (2.550106, -6.231785, -5.289218)  -0.14
C (1.278677, -6.435816, -5.807987)  -0.14
C (0.257811, -5.561219, -5.477610)  -0.16
C (0.452834, -4.451295, -4.634527)  -0.70
S (-0.907863, -3.443068, -4.253201)  0.42
C (2.366614, -5.168607, 0.676057)  -0.27
C (2.828679, -6.446648, 0.375178)  -0.05
C (2.540551, -7.543266, 1.178185)  -0.14
C (1.794696, -7.362389, 2.331536)  -0.14
C (1.303113, -6.103911, 2.635764)  -0.16
C (1.542842, -4.984467, 1.822091)  -0.69
S (0.820089, -3.472434, 2.268503)  0.46
H (4.651502, -3.669952, 0.672412)  0.09
H (3.275995, -2.960787, 1.568742)  0.03
H (3.797177, -2.234450, 0.053142)  0.07
H (2.547580, -5.150615, -1.867512)  0.12
H (4.226769, -4.775427, -1.419442)  0.12
H (4.104556, -3.182441, -3.024390)  0.11
H (3.179458, -2.255776, -1.845242)  0.10
H (2.808138, -1.816182, -4.726864)  0.09
H (2.045077, -1.031309, -3.325745)  0.05
H (1.029866, -1.807371, -4.555964)  0.02
H (3.778789, -5.004799, -4.067640)  0.09
H (3.360608, -6.912737, -5.524346)  0.08
H (1.082289, -7.280454, -6.460647)  0.08
H (-0.744418, -5.719351, -5.854359)  0.07
H (3.441188, -6.606546, -0.503760)  0.09
H (2.906104, -8.526292, 0.903743)  0.08
H (1.587964, -8.200746, 2.988777)  0.08
H (0.695086, -5.955926, 3.518905)  0.07
N (0.076490, -0.368941, 2.783445)  0.14
C (0.630501, 0.713442, 3.365115)  -0.25
C (0.186031, 1.247301, 4.565542)  -0.04
C (0.760843, 2.405161, 5.100421)  -0.10
C (1.790793, 3.051584, 4.464684)  -0.08
C (2.278546, 2.542391, 3.241770)  -0.18
C (3.314925, 3.159364, 2.507297)  -0.03
C (3.713775, 2.619025, 1.315956)  -0.07
C (3.088231, 1.441812, 0.859615)  -0.14
N (2.127985, 0.840979, 1.513051)  0.15
C (1.709046, 1.369103, 2.684871)  -0.16
H (-0.562312, -0.948681, 3.296732)  0.09
H (0.595519, -0.807200, 2.042498)  -0.01
H (-0.626768, 0.756376, 5.087830)  0.10
H (0.375157, 2.797195, 6.034224)  0.10
H (2.230799, 3.951186, 4.879915)  0.10
H (3.772496, 4.059106, 2.903521)  0.11
H (4.497179, 3.076849, 0.725054)  0.10
H (3.391155, 0.986745, -0.079013)  0.10
C (-2.183847, 6.073147, -3.000431)  -0.05
C (-1.048530, 5.094645, -2.910960)  -0.25
C (-1.225463, 3.756834, -3.221292)  0.01
C (-0.198041, 2.830326, -3.096998)  -0.17
C (-0.442194, 1.420267, -3.523829)  -0.02
C (1.046169, 3.253048, -2.574150)  -0.11
C (2.069260, 2.307221, -2.138945)  -0.21
O (2.045651, 1.096011, -2.202491)  0.02
C (1.261062, 4.630193, -2.340583)  -0.21
C (2.609648, 5.173411, -1.927539)  -0.05
C (0.220115, 5.520102, -2.518275)  -0.02
H (-3.038975, 5.632305, -3.510400)  0.08
H (-1.882612, 6.978430, -3.530463)  0.07
H (-2.505714, 6.362546, -1.997683)  0.09
H (-2.197857, 3.405260, -3.546456)  0.12
H (-1.462042, 1.295642, -3.881323)  0.10
H (-0.303272, 0.762505, -2.675841)  0.03
H (0.263261, 1.113705, -4.297631)  0.10
H (2.932893, 2.781010, -1.634724)  0.10
H (2.849504, 4.909632, -0.894862)  0.07
H (2.606324, 6.260390, -2.002663)  0.07
H (3.405964, 4.794541, -2.568371)  0.08
H (0.386788, 6.575433, -2.325088)  0.11
C (-5.250142, -0.386464, 5.064399)  -0.06
C (-5.698211, 0.516700, 3.941354)  -0.24
C (-7.052651, 0.812482, 3.827554)  -0.08
C (-7.514918, 1.588743, 2.777783)  -0.11
C (-6.617999, 2.116694, 1.871601)  -0.04
C (-5.246268, 1.867161, 1.980907)  -0.20
N (-4.426996, 2.463624, 1.007520)  0.09
C (-3.097636, 2.859369, 1.202517)  -0.23
C (-2.769492, 3.714975, 2.254653)  -0.04
C (-1.475608, 4.187688, 2.399140)  -0.10
C (-0.487806, 3.809470, 1.504428)  -0.09
C (-0.795767, 2.925332, 0.479888)  -0.02
C (-2.087979, 2.456260, 0.304948)  -0.06
C (-2.400492, 1.388479, -0.747501)  -0.65
O (-3.402872, 1.582151, -1.472756)  -0.02
O (-1.601367, 0.423010, -0.799815)  -0.27
C (-4.781189, 1.015630, 3.007176)  -0.14
C (-3.344396, 0.560308, 3.054070)  -0.02
H (-6.084117, -0.596047, 5.734024)  0.07
H (-4.447121, 0.070392, 5.645633)  0.08
H (-4.881057, -1.339942, 4.681110)  0.08
H (-7.748583, 0.405957, 4.552853)  0.09
H (-8.576002, 1.784111, 2.674772)  0.09
H (-6.960740, 2.736883, 1.052319)  0.11
H (-4.548616, 2.117367, 0.049664)  0.12
H (-3.546103, 4.002752, 2.955335)  0.11
H (-1.230450, 4.843430, 3.226918)  0.09
H (0.522792, 4.179695, 1.624840)  0.09
H (-0.018025, 2.572662, -0.189517)  0.10
H (-2.686148, 1.310995, 3.497887)  0.08
H (-2.971197, 0.364258, 2.049550)  0.09
H (-3.253545, -0.361283, 3.626216)  0.07

Forces on atoms 1 to 3 (eV/Å):
0.6 -1.1 -0.2
0.0 0.0 0.1
0.0 0.1 0.0

=====

# C2H2BrN

A single C2H2BrN molecule at a distorted geometry (ωB97M-V with the def2-TZVPD basis set, the OMol25 dataset).

Summary:
- 2S+1: 1
- SMILES string: N#CCBr
- Total energy: -2706.14380 Ha
- Frontier orbital gap: 11.30 eV
- E_HOMO: -0.4076 Ha

Last column: Löwdin charge in e.
CARTESIAN COORDINATES (ANGSTROEM)
N (0.598615, 2.046431, 0.021122)  0.15
C (0.267823, 0.957015, 0.081487)  -0.37
C (-0.015736, -0.456748, -0.036965)  -0.62
Br (-1.934058, -0.836293, 0.061601)  0.63
H (0.478959, -0.655321, -0.972124)  0.06
H (0.604398, -1.055082, 0.844881)  0.14

Forces on atoms 1 to 3 (eV/Å):
0.2 1.0 0.1
-0.3 -0.5 0.2
1.6 -1.0 2.7

=====

# C4H2O2

A single C4H2O2 molecule (ωB97M-V with the def2-TZVPD basis set, the OMol25 dataset).

Summary:
- 2S+1: 1
- Total energy: -303.92575 Ha
- Frontier orbital gap: 9.26 eV
- E_HOMO: -0.4030 Ha

Last column: Löwdin charge in e.
CARTESIAN COORDINATES (ANGSTROEM)
O (1.041593, -0.923009, 1.364757)  0.09
C (1.244965, -0.146896, 0.469231)  -0.22
C (0.150073, 0.371288, -0.422488)  -0.30
C (0.146550, 1.277028, -1.355552)  0.28
C (-1.282463, -0.141270, -0.170914)  -0.22
O (-1.826028, 0.063615, 0.874633)  0.12
H (2.256448, 0.223477, 0.230084)  0.13
H (-1.731139, -0.724234, -0.989750)  0.13

Forces on atoms 1 to 3 (eV/Å):
0.1 0.4 -0.5
0.0 -0.3 0.4
0.0 0.5 -0.4

=====

# C18H15AlI2N4

C18H15AlI2N4 as an isolated structure (ωB97M-V with the def2-TZVPD basis set, the OMol25 dataset).

Summary:
- 2S+1: 1
- Total energy: -1751.25570 Ha
- Charge: +2
- Frontier orbital gap (alpha / beta): 6.18 / 5.82 eV
- E_HOMO (alpha / beta): -0.5366 / -0.5489 Ha

Last column: Löwdin charge in e.
CARTESIAN COORDINATES (ANGSTROEM)
Al (0.971117, 0.662510, 0.773145)  -0.28
C (-1.010926, 1.735356, 5.785386)  0.00
C (-1.166324, 2.867890, 4.989287)  -0.02
C (-1.089477, 2.760696, 3.618178)  0.00
C (-0.828923, 1.504054, 3.027454)  -0.29
C (-0.632019, 0.375959, 3.843524)  -0.06
C (-0.751197, 0.490603, 5.207995)  -0.03
N (-0.680887, 1.382284, 1.649138)  0.05
C (-1.521318, 2.070942, 0.808450)  -0.18
C (-2.797618, 2.555281, 1.153154)  0.03
C (-3.553373, 3.200448, 0.199287)  0.00
C (-3.088771, 3.372508, -1.114186)  0.00
C (-1.859340, 2.872264, -1.492111)  0.04
C (-1.091659, 2.224282, -0.536733)  -0.15
N (0.150896, 1.642964, -0.760869)  0.02
N (0.710629, 1.707771, -1.867403)  0.21
C (1.923580, 0.971483, -1.880323)  -0.26
C (2.701559, 0.979591, -3.009141)  0.06
C (3.874226, 0.226131, -2.995376)  0.02
C (4.195076, -0.498404, -1.863657)  0.02
C (3.352009, -0.440354, -0.759292)  -0.10
N (2.236149, 0.283508, -0.769606)  0.00
H (-1.074405, 1.824275, 6.862215)  0.13
H (-1.332319, 3.834668, 5.446335)  0.13
H (-1.157981, 3.643592, 2.994990)  0.13
H (-0.449004, -0.585893, 3.385106)  0.07
H (-0.643695, -0.384642, 5.834500)  0.13
H (-3.192743, 2.379498, 2.142481)  0.13
H (-4.538251, 3.563016, 0.461179)  0.13
H (-3.712744, 3.877406, -1.840139)  0.13
H (-1.491039, 2.968863, -2.504509)  0.13
H (2.386778, 1.563420, -3.864754)  0.14
H (4.524327, 0.209803, -3.860702)  0.14
H (5.090416, -1.102486, -1.818162)  0.13
H (3.578765, -0.968647, 0.157822)  0.09
I (2.681504, 0.703688, 2.571791)  0.68
C (1.532496, -2.874475, 1.706184)  -0.46
I (0.008370, -2.018534, 0.645092)  1.14
H (1.751615, -2.480509, 2.686306)  -0.03
H (1.902398, -3.820689, 1.341938)  0.00

Forces on atoms 1 to 3 (eV/Å):
0.0 -0.4 0.3
0.0 0.0 0.1
0.0 0.0 0.0

=====

Which energy above the lowest of the compared OMol25 structures with the same formula, charge and spin belongs to each record? In order, 1.668, 0.249, 2.287, 0.110 eV.